(1)
75
Properties=species:S:1:pos:R:3 method="wB97M-V/def2-TZVPD" homo_ev="-13.43 / -13.37" relative_energy_kcal_mol=32.5 total_charge=+2 spin_multiplicity=2 s_squared=0.931 total_energy_ha=-3331.48630 e_lumo_ev="-8.61 / -8.01"
Re -0.51266 -0.44979 0.42110
S 0.79040 0.06834 -1.58890
P -0.40477 -3.91912 -0.21170
F 4.12260 0.19529 1.68414
F 6.71556 0.58701 2.04460
F 3.58389 -0.58414 6.30640
F 6.17020 -0.26706 6.67231
O -2.67328 2.58583 1.93667
O -0.15399 -2.41785 -0.35606
O -0.95899 1.44020 1.04858
N -1.21892 2.68899 -1.47619
N -2.51612 -0.07180 -0.33712
N -0.31708 2.47806 -2.50196
N -0.70837 -4.07688 4.99469
N 0.73197 2.70655 -4.40726
N 9.58220 1.13298 2.75559
N 1.10369 -0.49088 1.56540
N 9.18044 -0.16783 6.77051
N 1.16197 1.62107 -3.74455
N -4.77601 -2.08043 4.84193
N -1.46274 -1.22585 1.95232
N 0.55703 -0.74754 5.52901
C -3.29848 -2.07852 -3.29522
C 4.35117 -0.30513 5.27237
C -0.17882 3.23474 -3.65058
C 5.68714 -0.14439 5.46168
C 1.76471 -0.40007 2.51205
C -1.44992 -3.28028 4.62049
C -0.97637 4.43739 -3.97188
C 3.75967 -0.20362 3.97972
C 8.83229 0.75570 3.54214
C -5.28947 0.19125 -0.37711
C 7.94528 0.33038 4.57030
C 1.42445 -0.59687 4.78943
C -2.57602 -1.47904 -2.29901
C 0.35490 -4.57550 1.28236
C -3.23155 -0.73403 -1.29752
C -2.16366 -4.30691 -0.14646
C 5.96882 0.30001 3.08519
C 0.52724 1.43670 -2.58136
C -1.90881 -1.70787 2.93129
C -3.14986 0.78284 0.45720
C 8.59904 0.07378 5.80752
C 4.64246 0.10086 2.90391
C 6.57945 0.17166 4.38044
C -2.35742 -2.36027 4.02694
C -3.68812 -2.20823 4.49150
C 2.39350 -0.39384 3.75584
C -5.36569 -1.29997 -2.34722
C -4.70531 -1.99750 -3.31763
C -4.64928 -0.62726 -1.32976
C -4.53248 0.94327 0.48340
C 0.30158 -4.72895 -1.65016
C -2.24060 1.69071 1.27234
H -0.17883 -4.23973 2.17191
H -5.25364 -2.47942 -4.11544
H -4.95298 1.65157 1.18324
H -0.76575 2.53658 -0.57990
H 1.89765 1.04794 -4.12727
H -2.64166 -4.02066 -1.08201
H 0.34062 -5.66582 1.25627
H -6.44483 -1.21701 -2.36532
H -2.28760 -5.38030 0.00611
H 0.03509 -5.78604 -1.65235
H -2.78369 -2.61339 -4.08307
H -1.49635 -1.54534 -2.28444
H -6.37089 0.24579 -0.36290
H -1.59352 3.62592 -1.54049
H -0.61822 4.83859 -4.91594
H 1.38501 -4.61738 -1.63906
H -0.09850 -4.25049 -2.54380
H -2.63206 -3.77251 0.68071
H 1.38941 -4.23432 1.32629
H -0.87310 5.20580 -3.20380
H -2.03258 4.18488 -4.08058

---

(2)
64
Properties=species:S:1:pos:R:3 method="wB97M-V/def2-TZVPD" homo_ev=-7.20 relative_energy_kcal_mol=0.0 total_charge=0 total_energy_ha=-4384.46595 e_lumo_ev=-1.45
Pt -0.15135 -0.02191 0.12228
Br 3.16598 4.50945 -6.13934
O 1.70350 0.61328 0.68016
N -2.84084 0.31478 -0.58656
N 1.58503 -0.17124 -1.94114
N -1.98104 -0.52025 -0.12892
N 6.51788 0.05833 -2.06282
N -0.93967 1.73071 -0.56115
N 0.02240 -1.93782 0.71967
N 6.77210 0.63589 -3.13058
C 4.00174 -0.16002 -2.09075
C 3.37040 -3.48983 0.48027
C -2.62867 -4.46558 0.81649
C 2.79700 0.04045 -1.37883
C -2.37505 3.76636 -1.71382
C -0.34005 2.88574 -0.84610
C 4.35775 3.41344 -3.80340
C -1.02644 3.93487 -1.42502
C 1.51105 -0.63356 -3.16068
C 5.80679 1.47987 -5.15692
C 1.49231 -2.87035 2.42773
C 2.16410 -2.90953 0.11743
C 5.14367 2.52195 -3.09286
C 4.27386 3.30666 -5.18310
C 5.85084 1.53277 -3.76921
C 3.63873 -3.76735 1.81303
C -3.56872 -2.38095 0.07921
C -2.28266 -1.81505 0.19053
C 3.88561 -0.71884 -3.38583
C 5.23293 0.11899 -1.44124
C 4.04353 0.60968 0.61745
C 4.99961 2.35003 -5.87199
C 2.69550 -3.46065 2.78439
C 1.22342 -2.59578 1.09189
C 2.80515 0.44218 0.00967
C -2.25075 1.54548 -0.85256
C 2.65275 -0.95461 -3.92143
C 5.22617 0.42123 -0.09958
C -3.74471 -3.69457 0.39361
C -2.99789 2.56703 -1.42722
C -1.14671 -2.56799 0.63643
C -1.37497 -3.94414 0.93703
H 0.51610 -0.78059 -3.56953
H -0.54489 -4.55759 1.25833
H 4.94798 2.29478 -6.95030
H 0.70804 2.93849 -0.58207
H -4.71988 -4.15443 0.32084
H 5.19967 2.60119 -2.01546
H -4.38410 -1.75462 -0.25495
H 6.41131 0.74112 -5.66796
H 1.94421 -2.68679 -0.91904
H 2.90249 -3.66920 3.82624
H -2.93902 4.57057 -2.16746
H 4.58280 -4.21517 2.09442
H 0.75944 -2.60078 3.17802
H 4.77801 -0.97834 -3.93873
H -4.04102 2.39034 -1.64303
H 4.10452 -3.72013 -0.28145
H 3.80680 4.18675 -3.28623
H 6.18283 0.55579 0.39152
H 4.07005 0.86222 1.66869
H -2.77965 -5.51227 1.05140
H -0.51220 4.85942 -1.64155
H 2.54309 -1.38764 -4.90639

---

(3)
77
Properties=species:S:1:pos:R:3 method="wB97M-V/def2-TZVPD" homo_ev="-3.04 / -2.95" relative_energy_kcal_mol=0.0 total_charge=-1 spin_multiplicity=5 s_squared=6.017 total_energy_ha=-4708.81243 e_lumo_ev="1.33 / 1.33"
Fe 0.44715 0.55325 0.50416
S 1.50101 -2.32821 2.92370
F 2.39664 3.60185 2.68228
F 0.06757 -4.07326 -2.07748
F 2.53736 -3.20413 -0.21234
F 1.54823 5.26020 1.63443
F 4.24239 3.50138 0.38969
F -1.43779 -2.61161 -1.62935
F 3.34278 3.16216 -1.53984
F 3.15348 -1.41635 -1.25984
F 0.32363 3.53959 2.11813
F -0.41421 -3.57912 -0.01478
F 2.58168 -3.17083 -2.37000
F 3.16369 5.06338 -0.56799
O 1.92867 1.87786 0.55525
O 0.63705 -1.23721 -0.10608
O -2.20569 0.72740 -0.74860
O 0.12596 0.04260 4.78294
O -4.01288 -0.64658 -0.82991
O 0.68883 0.74495 2.70485
N -1.46577 -0.34744 1.62418
N 0.51803 1.17404 -1.35682
N 0.37401 -4.65372 3.31776
C 0.68489 -1.01037 -2.55777
C 0.98039 1.07223 -3.70566
C 0.73132 0.42603 -2.46253
C -3.49055 -1.69566 1.65099
C 0.71639 -3.45222 3.89289
C 2.24318 -2.44590 -1.29260
C 0.13146 2.51952 -1.46686
C -0.80369 5.18602 -1.76119
C -2.07386 -1.49843 3.63858
C -1.29020 6.59887 -1.90866
C 1.78994 3.22054 0.29505
C 0.67381 3.56749 -0.69687
C -2.88656 -0.15541 -0.24568
C 3.12239 3.74751 -0.31495
C -0.03590 0.05145 3.43262
C 0.23272 4.87302 -0.87248
C -0.14649 -5.70767 4.01752
C 0.36419 -3.27544 5.26077
C 0.80719 -1.87842 -1.31447
C -0.99957 2.83405 -2.25053
C 0.61163 -1.65698 -3.77502
C -2.61103 -0.78262 1.05552
C -3.15464 -2.07069 2.96636
C -0.18880 -4.31404 5.98729
C -1.25255 -0.61403 2.92138
C 0.93573 0.43721 -4.93035
C -0.21088 -3.03657 -1.24633
C 0.69924 -1.67547 -6.29788
C 1.55824 3.91682 1.67136
C 0.74365 -0.94567 -4.97474
C -1.41500 4.13345 -2.44809
C -0.41070 -5.57913 5.36815
H -0.29634 -6.62580 3.47716
H 1.21048 2.12493 -3.66556
H -4.20971 -0.13639 -1.64695
H -3.72099 -2.83062 3.50209
H -0.40895 -4.16332 7.04192
H -0.05996 -1.19241 -6.95582
H 0.68817 5.67446 -0.30387
H 1.67019 -1.63642 -6.83446
H -4.35397 -2.05456 1.10527
H 0.51291 -2.72869 -3.81200
H -0.43686 7.32870 -1.84992
H -2.00653 6.83893 -1.09522
H 1.04862 0.99013 -5.86682
H -1.54788 2.01503 -2.68385
H 0.50759 -4.70555 2.30879
H 0.41981 -2.72367 -6.08991
H -1.85167 -1.74055 4.67081
H -0.78648 -6.42517 5.93424
H -1.79879 6.72161 -2.88834
H -2.23639 4.32646 -3.15386
H 0.98919 0.46919 4.96536
H 0.56980 -2.29600 5.68077

---

(4)
72
Properties=species:S:1:pos:R:3 method="wB97M-V/def2-TZVPD" homo_ev="-4.27 / -4.27" relative_energy_kcal_mol=35.9 total_charge=-1 total_energy_ha=-2958.62034 e_lumo_ev="0.67 / 0.67"
W 0.48267 -0.11004 -0.36042
S 2.94983 0.73397 -0.03706
S 2.12718 -2.05056 -1.32091
O -0.70803 1.35383 -1.00578
O 1.01847 -1.17675 1.10093
N 6.43807 -5.22741 1.59211
N -0.06485 0.09633 -4.73758
N -1.41679 -0.44097 0.72723
N 1.23724 2.02080 -4.35024
N 1.81425 2.61250 -2.24250
N 0.87003 0.50310 -2.55584
N 0.45211 1.39786 1.15681
N 0.57893 1.43665 -6.48195
N 0.01940 2.61813 0.71884
N -4.78267 -2.17963 3.10379
N -0.60185 -1.50117 -1.54491
N -5.22930 -1.20216 -1.16135
N 7.65865 -1.59845 3.11076
C -0.68788 -1.28791 -2.91033
C 5.67223 -1.78823 1.51432
C 5.28021 -3.03240 0.97530
C -0.91223 3.73669 -1.18543
C -2.08659 -3.22226 -3.19409
C -1.87282 -3.51604 -1.82696
C 6.76666 -1.69448 2.39252
C 0.87815 2.64580 3.20356
C -1.25113 5.99399 -2.76356
C -0.43523 4.97655 -0.75283
C -2.52158 -0.81185 0.85930
C 5.94793 -4.22626 1.31301
C 3.46640 -1.95699 -0.21909
C -1.75713 4.77296 -3.18286
C 1.30945 1.67235 -3.07281
C -3.80106 -1.24469 0.94913
C -0.57207 2.53550 -0.44028
C 0.57771 1.16904 -5.15122
C 1.20470 0.14728 3.04190
C -4.33498 -1.75531 2.13158
C 3.85014 -0.71749 0.34134
C 1.61006 -2.33706 3.12873
C -4.58282 -1.20941 -0.20874
C 4.95670 -0.64061 1.17107
C 1.25213 -1.06989 2.39389
C 4.19741 -3.09544 0.10400
C 0.84545 1.35909 2.43572
C -1.13837 -2.64677 -1.07092
C -1.46231 -2.13694 -3.73198
C 0.06215 -0.21303 -3.43581
C -0.59955 6.09351 -1.54204
C -1.58992 3.64702 -2.40318
H 2.23243 3.41040 -2.69326
H 2.19605 2.33445 -1.34908
H 1.46146 0.17844 4.08890
H -1.52422 -1.88647 -4.77767
H 2.66413 -2.33433 3.40999
H 3.90982 -4.04087 -0.33016
H -0.21026 7.04668 -1.21340
H 1.17110 2.48935 4.23728
H -2.28085 -4.40629 -1.37968
H -2.27243 4.70491 -4.13038
H 1.01710 -2.43090 4.03819
H -1.35986 6.86722 -3.38909
H -0.92680 -2.85414 -0.02185
H -0.10199 3.12005 3.15737
H -2.70737 -3.86745 -3.79256
H 1.42402 -3.18801 2.47504
H 0.83627 2.36495 -6.76458
H 0.08192 5.01214 0.19178
H 1.59165 3.31393 2.72103
H 5.25185 0.32106 1.56307
H -0.11266 0.95168 -7.02582
H -1.95729 2.68245 -2.72316

---

(5)
73
Properties=species:S:1:pos:R:3 method="wB97M-V/def2-TZVPD" homo_ev=-9.71 total_charge=0 total_energy_ha=-2662.07828 e_lumo_ev=-1.73 smiles="C#CC1=C(CC)C(=O)OC1=O.O=C1C=C(O)C(=O)C=C1O.O=C1C=C(O)C(=O)C=C1O.O=C1C=C(O)C(=O)C=C1O.O=C1C=C(O)C(=O)C=C1O"
O 3.15465 -10.46143 2.80241
O 2.29333 -7.18907 -1.26406
O 0.64471 -9.67498 2.35156
O 4.79179 -8.03815 -0.86476
O 2.81007 1.20514 1.85854
O 6.88351 3.43582 -0.67418
O -3.11067 4.90233 -2.93717
O -8.50932 5.97449 2.42236
O -0.41865 1.92960 -0.50553
O 4.67340 4.89303 -0.35585
O 0.08804 -4.86783 2.46598
O -4.40846 7.29862 -0.99661
O 5.05390 -0.22401 1.61475
O -2.21925 7.00213 -1.56677
O -6.01091 5.14231 2.84706
O -6.89105 8.20050 -1.37476
O -1.81660 -6.11276 -1.46664
O -1.12909 -5.65997 0.67843
O 0.40656 4.01587 0.91224
C 3.65036 3.11527 0.76961
C 2.99423 -9.72298 1.84977
C -5.35927 6.95353 -0.12374
C -0.27234 -4.78409 1.34796
C -6.17842 5.82916 1.85811
C 1.36449 -8.40326 0.52471
C 0.06395 -3.79621 0.24546
C -0.24981 -3.43303 -2.20901
C 4.69786 3.65602 0.13313
C 6.06541 1.54496 0.46612
C 5.97609 2.89473 -0.07194
C -2.29053 4.66170 -2.07176
C -0.39029 4.27054 0.02603
C 4.08086 -9.28888 0.98190
C 2.45047 -7.95383 -0.32776
C 1.26832 -1.52423 0.73487
C -0.90510 3.13264 -0.80709
C -0.86265 5.60946 -0.26965
C -6.73404 7.48685 -0.40218
C -5.10513 6.17915 0.93698
C -0.45110 -4.17947 -0.92804
C -1.79678 3.32278 -1.78746
C 5.01920 1.00614 1.10449
C 0.83919 -2.61579 0.48370
C 1.15070 -3.76614 -2.80305
C 3.83353 -8.46139 -0.04100
C -7.81117 7.11888 0.50431
C 3.73281 1.76020 1.28446
C 1.60653 -9.23440 1.54654
C -7.55915 6.34090 1.56484
C -1.23091 -5.46189 -0.66781
C -1.75484 5.80518 -1.25529
H 5.54897 5.03504 -0.76494
H 4.34878 -7.45449 -1.50986
H 0.37131 -8.04107 0.29602
H -4.86279 7.85903 -1.65847
H 5.07257 -9.65955 1.19916
H -1.01033 -3.70441 -2.94555
H -0.47126 6.42190 0.32624
H 1.79288 -4.28373 -2.08228
H -8.06499 5.42043 3.09256
H -4.11780 5.79122 1.14889
H 2.72406 3.65259 0.92219
H -2.17560 2.51040 -2.39146
H 4.17814 -0.37389 2.01884
H 6.99545 1.01205 0.32794
H 1.08590 -10.25416 3.00239
H 1.69936 -2.87590 -3.12200
H 1.43670 -0.51000 1.06205
H 1.06795 -4.44482 -3.65780
H -8.80038 7.49471 0.28452
H -2.83988 6.85485 -2.30286
H 0.19995 2.07256 0.23834
H -0.30742 -2.35694 -2.02817

---

(6)
71
Properties=species:S:1:pos:R:3 method="wB97M-V/def2-TZVPD" homo_ev=-2.26 relative_energy_kcal_mol=3.7 total_charge=-2 total_energy_ha=-3193.16264 e_lumo_ev=3.74
Sn -0.55194 -0.75766 -0.04822
S 2.61209 0.54645 -0.15293
P 0.07836 2.66650 -0.21197
F -3.34000 -1.33505 -0.50542
F -5.01168 0.11931 0.14892
F -3.48423 0.76674 -1.44454
F -5.06414 -0.83287 -1.94476
O -0.93448 -0.47760 2.00558
O 3.91594 -0.03955 0.05147
O 0.21777 -0.55492 3.91250
O -0.93503 -7.47412 2.42087
O 1.57093 -0.12174 0.66600
O 2.20652 0.73284 -1.53169
O -1.24810 -7.20995 4.52764
N -1.02938 -6.77022 3.40950
C 1.67804 -3.36571 -1.30483
C 3.99963 2.59043 1.01522
C -0.03403 5.41116 -3.93577
C -0.68121 5.83482 -2.78362
C 2.75649 2.22455 0.51262
C -0.57806 -4.80513 2.00849
C -2.45304 3.23965 0.61786
C -0.02617 3.80510 -1.65030
C 3.24617 4.85391 1.28576
C -0.84946 -4.53122 4.40065
C 3.73021 -3.38018 0.54051
C -1.82029 4.32867 3.08388
C -0.81843 -5.32385 3.26410
C 1.72998 3.17032 0.42452
C 0.60769 3.37756 -2.81819
C -0.32738 -1.09598 2.96677
C 0.60978 4.18105 -3.94881
C -3.46192 3.63584 1.47890
C -3.14828 4.19006 2.71387
C -0.80537 3.93746 2.21864
C -0.64468 -3.17811 4.23228
C 2.42294 -3.20554 0.96231
C -0.04852 -2.94367 0.45276
C 2.98830 -3.53535 -1.72602
C -1.10809 3.40942 0.96677
C -0.43383 -2.61602 2.97057
C 1.36489 -3.19692 0.04844
C -0.67432 5.03747 -1.64703
C 4.02544 -3.54828 -0.80540
C 4.24156 3.89552 1.41141
C 2.00450 4.48661 0.79366
C -0.37725 -3.43178 1.83413
B -4.23512 -0.31216 -0.93656
H -1.03050 -4.97087 5.36918
H -2.71426 2.74276 -0.31091
H 1.10558 2.41436 -2.82293
H 0.22350 4.02044 2.54124
H -1.19237 5.36921 -0.75471
H 4.76862 1.83302 1.07346
H 2.22319 -3.04330 2.01480
H -0.64400 -2.50979 5.08236
H -0.03936 6.03366 -4.82289
H 1.22517 5.23275 0.68971
H -3.93762 4.47602 3.39889
H 3.19675 -3.64241 -2.78442
H 1.10837 3.83731 -4.84713
H -1.19654 6.78820 -2.76690
H -0.69838 -3.47070 -0.25491
H 4.52901 -3.35113 1.27200
H 5.21600 4.16646 1.80058
H -0.52922 -5.46500 1.15419
H -1.56485 4.72383 4.06014
H 5.05129 -3.65961 -1.13437
H 0.87745 -3.35584 -2.03745
H -4.49271 3.46648 1.19475
H 3.43448 5.88348 1.56679

---

no.,maximum force (eV/A)
1,2.97
2,0.13
3,2.99
4,4.88
5,2.70
6,0.34